{"formula": "C33H42BrCl52F2N3O4PS", "method": "wB97M-V/def2-TZVPD", "homo_lumo_gap_ev": 7.1, "total_energy_ha": -29190.54472, "max_force_ev_per_a": 5.844, "charge": 1, "homo_energy_ev": -11.42, "species": ["C", "O", "C", "C", "C", "C", "C", "C", "C", "C", "C", "N", "C", "O", "F", "C", "O", "F", "N", "Br", "C", "P", "O", "Cl", "N", "C", "C", "C", "S", "H", "H", "H", "H", "H", "H", "H", "H", "H", "H", "H", "H", "H", "H", "H", "H", "H", "H", "H", "H", "H", "H", "H", "H", "H", "C", "Cl", "Cl", "Cl", "H", "C", "Cl", "Cl", "Cl", "H", "C", "Cl", "Cl", "Cl", "H", "C", "Cl", "Cl", "Cl", "H", "C", "Cl", "Cl", "Cl", "H", "C", "Cl", "Cl", "Cl", "H", "C", "Cl", "Cl", "Cl", "H", "C", "Cl", "Cl", "Cl", "H", "C", "Cl", "Cl", "Cl", "H", "C", "Cl", "Cl", "Cl", "H", "C", "Cl", "Cl", "Cl", "H", "C", "Cl", "Cl", "Cl", "H", "C", "Cl", "Cl", "Cl", "H", "C", "Cl", "Cl", "Cl", "H", "C", "Cl", "Cl", "Cl", "H", "C", "Cl", "Cl", "Cl", "H", "C", "Cl", "Cl", "Cl", "H"], "xyz": [[4.120309, -1.666310, 3.288662], [4.783952, -2.577809, 2.382063], [4.807446, -2.088370, 1.017236], [4.898662, -0.493763, 0.855700], [5.455485, -0.095742, -0.630126], [5.657052, 1.490814, -0.822788], [4.280178, 2.102392, -1.411309], [3.429104, 2.937253, -0.308637], [1.842982, 2.864470, -0.604716], [1.071634, 1.745860, 0.228446], [1.063086, 1.596482, 1.788711], [1.864109, 2.609605, 2.486469], [1.186782, 3.903961, 2.654063], [-0.062203, 3.905516, 2.778000], [1.893704, 5.144668, 2.622870], [2.573689, 2.144086, 3.684557], [3.665097, 1.560732, 3.726403], [1.921760, 2.354428, 4.965550], [0.216951, 0.494285, 2.203802], [-0.123609, -0.004802, 3.956206], [-0.302110, -0.061419, 0.957991], [-1.536896, -1.531427, 0.830198], [-2.593156, -1.434289, 2.198630], [-0.434367, -3.340582, 0.867401], [0.192145, 0.660786, -0.222253], [-0.196744, 0.355221, -1.632771], [0.989001, -0.217877, -2.563521], [0.868310, -1.814347, -2.873224], [2.483834, -2.590513, -2.319364], [4.892079, -0.858725, 3.593763], [3.831664, -2.189047, 4.278112], [3.159906, -1.195183, 2.881933], [5.729924, -2.581115, 0.516629], [3.884206, -2.526308, 0.482335], [3.836050, -0.052943, 0.902373], [5.531562, 0.037963, 1.647037], [4.687541, -0.557719, -1.361236], [6.449658, -0.671665, -0.766460], [6.547545, 1.643492, -1.545178], [5.976883, 1.978270, 0.168387], [4.585571, 2.852183, -2.242680], [3.677763, 1.277013, -1.928698], [3.707009, 4.059640, -0.331636], [3.685170, 2.496136, 0.720262], [1.401118, 3.894368, -0.303485], [1.654874, 2.760393, -1.735612], [-3.260719, -2.171918, 2.125378], [-0.533539, 1.354313, -2.111933], [-1.131355, -0.326362, -1.690261], [0.889345, 0.305472, -3.589397], [2.044353, 0.004846, -2.187018], [-0.056280, -2.287648, -2.390244], [0.749007, -1.961042, -4.012376], [2.989823, -1.813715, -1.276585], [2.454389, -6.830512, -1.724635], [3.982886, -6.424000, -0.930687], [1.203761, -5.654881, -1.296441], [2.664164, -6.902404, -3.480613], [2.137300, -7.812108, -1.376821], [3.375559, -5.475302, 4.591104], [4.899573, -5.096582, 5.405236], [2.125921, -4.299374, 5.030995], [3.600660, -5.517954, 2.837051], [3.047741, -6.460322, 4.918469], [-0.345427, 7.451580, 1.013996], [-0.945724, 6.905107, -0.559646], [1.413397, 7.646721, 0.974716], [-1.129189, 8.964576, 1.487242], [-0.589226, 6.692502, 1.755927], [4.996223, 7.778616, -0.389732], [4.834663, 6.313616, -1.371475], [4.658781, 7.428588, 1.312494], [6.611617, 8.473415, -0.573177], [4.267558, 8.507696, -0.740481], [-6.197038, -3.790063, 1.093877], [-6.801335, -4.332100, -0.474477], [-4.436400, -3.586796, 1.044762], [-6.981567, -2.279658, 1.576538], [-6.434168, -4.551911, 1.834882], [-10.088631, -0.317343, 1.791478], [-9.690590, 1.146387, 0.878821], [-10.152669, 0.028350, 3.524912], [-11.623572, -0.998744, 1.236624], [-9.305000, -1.052061, 1.617517], [-11.507587, 3.300672, -1.914821], [-11.020256, 4.888962, -2.522672], [-13.259050, 3.093380, -2.047612], [-10.661308, 2.013613, -2.788577], [-11.233762, 3.237825, -0.862846], [6.487411, -6.400406, -3.675900], [6.584078, -4.637731, -3.808056], [7.026469, -7.167227, -5.176453], [7.447001, -6.974225, -2.304382], [5.447854, -6.674677, -3.505286], [1.495170, 3.945500, 7.794912], [0.101768, 2.877630, 8.026383], [1.022182, 5.637880, 8.002283], [2.796658, 3.522284, 8.916321], [1.862004, 3.814415, 6.779156], [-7.043281, 6.544964, -1.420329], [-7.599091, 4.906886, -1.044068], [-6.737739, 6.712486, -3.154465], [-8.226407, 7.743676, -0.878386], [-6.109680, 6.720224, -0.888680], [-12.255243, -3.924790, 4.307428], [-12.858329, -4.457938, 2.731719], [-10.496753, -3.724632, 4.265073], [-13.040813, -2.417016, 4.796245], [-12.495082, -4.690445, 5.043075], [9.252171, -9.689491, -7.248507], [10.805571, -9.070218, -6.671020], [8.458627, -8.500947, -8.292967], [9.472818, -11.221528, -8.105503], [8.612631, -9.868433, -6.385778], [9.889811, -3.250059, -6.059542], [8.867154, -2.486589, -4.831920], [11.548809, -3.418614, -5.468649], [9.233265, -4.824717, -6.525701], [9.903113, -2.610213, -6.940080], [-4.521933, 5.487548, -6.640020], [-2.980572, 5.876161, -5.860062], [-5.755944, 6.678286, -6.206030], [-4.326446, 5.406073, -8.396052], [-4.848511, 4.511154, -6.286035], [5.017350, 5.269706, 11.948266], [4.864460, 3.800924, 10.972169], [4.687935, 4.921565, 13.651069], [6.627574, 5.977518, 11.758128], [4.281950, 5.991875, 11.597605], [-8.120317, -8.107849, -0.987252], [-6.970844, -7.890805, -2.314996], [-7.337971, -7.795978, 0.569577], [-9.523301, -7.051229, -1.200492], [-8.464263, -9.140611, -0.996903], [-9.076021, 3.113019, -6.032550], [-7.505397, 3.707749, -5.472664], [-9.857296, 4.309350, -7.075084], [-8.890538, 1.572337, -6.883352], [-9.709988, 2.950129, -5.162639]], "forces_ev_per_a": [[0.586, 0.382, 1.349], [-0.813, 1.337, -0.179], [0.553, -0.133, -0.449], [-0.313, 0.398, -1.198], [0.245, -0.950, 1.220], [-0.229, -0.968, -0.462], [0.945, 1.369, -0.200], [0.151, -0.654, -0.370], [-0.399, 0.282, 0.397], [-1.197, -2.252, 3.733], [0.094, 0.512, -4.785], [-0.407, -0.090, 2.174], [-5.514, 1.217, 0.633], [5.750, 0.634, -0.802], [-1.082, -4.293, 0.141], [4.000, -2.290, 1.956], [-5.134, 2.690, -0.749], [0.841, 0.158, -3.415], [1.130, 2.120, -5.211], [0.070, 0.020, -0.731], [1.502, 1.181, 1.292], [-2.020, -0.098, -0.356], [2.440, -0.347, -1.463], [-0.163, 1.321, 0.721], [0.365, 0.291, 4.733], [-0.415, 0.620, -1.901], [-0.587, -0.359, -0.896], [-0.001, 1.247, 0.199], [-0.140, -0.027, -0.096], [-1.547, -0.970, -0.534], [0.589, 0.427, -1.844], [1.266, -0.599, 0.259], [-1.447, 0.836, 0.888], [1.142, 0.851, 0.638], [1.412, -0.523, 0.215], [-0.819, -1.033, -1.057], [1.423, 0.992, 0.767], [-1.532, 1.019, 0.100], [-1.652, -0.122, 1.016], [-0.666, -0.691, -1.406], [-0.714, -1.222, 1.236], [0.758, 1.170, 0.938], [-0.299, -1.987, 0.117], [-0.541, 0.818, -1.465], [0.405, -1.766, -0.421], [0.174, -0.076, 1.794], [0.638, 0.834, -0.088], [0.553, -1.490, 1.085], [1.734, 1.041, 0.554], [0.135, -0.629, 1.754], [-1.732, -0.132, -0.282], [1.437, 0.641, -0.411], [0.523, 0.055, 1.915], [-1.135, -0.269, -0.932], [0.045, 0.012, 0.045], [-0.110, -0.050, -0.063], [-0.060, -0.285, 0.038], [-0.038, -0.012, 0.127], [0.072, 0.213, -0.082], [0.228, -0.082, -0.133], [-0.195, -0.043, -0.067], [-0.073, -0.106, 0.035], [-0.132, -0.124, 0.179], [0.042, 0.239, -0.045], [-0.072, 0.184, 0.074], [0.033, -0.066, 0.090], [-0.206, -0.021, -0.026], [0.085, -0.229, -0.038], [0.061, 0.141, -0.150], [0.176, 0.181, 0.034], [-0.029, 0.088, -0.017], [0.073, 0.008, -0.117], [-0.257, -0.092, 0.007], [0.127, -0.180, 0.067], [-0.661, -0.051, -0.199], [0.206, 0.128, 0.285], [0.023, -0.393, -0.195], [0.223, -0.132, 0.058], [0.131, 0.151, -0.128], [-0.211, -0.064, 0.084], [0.086, -0.076, 0.002], [0.074, -0.038, -0.157], [0.218, 0.034, 0.053], [-0.237, 0.169, 0.008], [-0.146, 0.158, 0.008], [-0.024, -0.148, 0.036], [0.216, -0.007, 0.058], [0.010, -0.002, 0.102], [-0.048, -0.025, -0.223], [-0.004, 0.000, 0.057], [-0.173, -0.300, 0.060], [-0.136, -0.009, 0.078], [-0.109, 0.042, -0.095], [0.233, 0.053, -0.026], [0.120, -0.065, 0.036], [0.053, 0.031, -0.106], [0.048, -0.148, -0.067], [-0.542, 0.167, -0.497], [-0.116, 0.047, 0.248], [-0.082, 0.126, -0.060], [0.123, 0.037, 0.027], [0.029, -0.076, 0.307], [0.136, -0.120, -0.011], [-0.211, -0.043, -0.109], [-0.138, 0.070, -0.045], [0.059, 0.003, 0.161], [-0.051, -0.045, 0.020], [0.086, -0.177, -0.021], [0.075, 0.165, -0.163], [0.098, -0.055, 0.016], [-0.186, -0.036, -0.008], [-0.004, -0.044, 0.117], [-0.062, 0.136, 0.109], [0.133, 0.049, -0.184], [0.069, -0.113, -0.070], [0.186, 0.160, -0.147], [-0.159, 0.057, -0.077], [0.090, 0.206, 0.006], [-0.006, -0.123, 0.210], [-0.098, 0.037, -0.102], [-0.071, -0.064, 0.010], [0.180, -0.067, -0.208], [-0.033, -0.040, 0.213], [0.063, 0.206, -0.088], [0.042, 0.066, 0.110], [0.439, 0.071, 0.438], [-0.010, 0.052, -0.195], [-0.185, -0.043, -0.018], [0.150, -0.170, 0.060], [-0.061, 0.074, -0.098], [-0.093, -0.048, 0.118], [-0.042, -0.127, -0.015], [0.122, -0.127, 0.033], [0.088, 0.224, 0.022], [-0.126, 0.012, -0.145], [-0.139, -0.064, 0.114], [0.085, -0.119, 0.157], [-0.029, 0.097, 0.119], [0.168, 0.065, -0.164]], "lowdin_charge": [-0.14, -0.26, -0.21, -0.18, -0.20, -0.18, -0.18, -0.17, -0.10, 0.02, -0.14, 0.09, -0.29, 0.14, 0.05, -0.31, 0.17, 0.00, -0.42, 0.96, -0.30, 0.64, -0.43, 0.18, -0.02, -0.14, -0.22, -0.50, 0.64, 0.10, 0.06, 0.08, 0.14, 0.10, 0.09, 0.12, 0.08, 0.12, 0.12, 0.12, 0.12, 0.08, 0.07, 0.10, 0.13, 0.13, -0.07, 0.14, 0.12, 0.13, 0.06, 0.07, 0.09, -0.16, -1.50, 0.53, 0.48, 0.55, 0.02, -1.52, 0.54, 0.51, 0.53, 0.02, -1.54, 0.51, 0.51, 0.55, 0.00, -1.53, 0.53, 0.50, 0.55, 0.02, -1.48, 0.55, 0.59, 0.58, 0.02, -1.55, 0.52, 0.52, 0.53, -0.06, -1.53, 0.52, 0.54, 0.53, -0.01, -1.54, 0.49, 0.51, 0.52, -0.06, -1.54, 0.52, 0.53, 0.49, -0.02, -1.53, 0.50, 0.49, 0.53, 0.01, -1.54, 0.51, 0.50, 0.52, 0.02, -1.55, 0.52, 0.50, 0.53, 0.00, -1.53, 0.49, 0.53, 0.50, 0.02, -1.55, 0.51, 0.49, 0.53, -0.02, -1.53, 0.47, 0.53, 0.52, 0.02, -1.54, 0.52, 0.50, 0.52, 0.02, -1.54, 0.51, 0.53, 0.52, -0.05]}